No. 1
Density functional theory data (wB97M-V/def2-TZVPD) for the molecule C5H5BrN2 in a non-equilibrium geometry.

Geometry (Å):
N1 1.227 -2.235 -0.231
C1 0.910 -1.081 -0.380
C2 1.244 0.166 -0.787
C3 0.636 1.371 -0.449
C4 -0.524 1.546 0.276
C5 -1.315 0.489 0.742
N2 -0.891 -0.730 0.663
Br1 -1.930 -2.187 1.077
H1 0.660 -3.058 -0.173
H2 2.058 0.188 -1.503
H3 1.109 2.263 -0.839
H4 -0.893 2.545 0.444
H5 -2.292 0.723 1.161

LUMO ... 0.3 eV
Energy relative to the best compared isomer or geometry (same formula, charge and spin) ... 1.665 eV
Frontier orbital gap ... 0.300 hartree
Structure (SMILES) ... N=C=C/C=C\C=N\Br
HOMO level ... -7.9 eV

---

No. 2
Density functional theory data (wB97M-V/def2-TZVPD) for a cluster of 4 separate species, C26H63N3O9S in total in a non-equilibrium geometry.

Geometry (Å):
C1 -7.108 -3.915 1.557
C2 -5.500 -3.682 1.801
C3 -4.547 -4.924 1.310
C4 -3.003 -4.555 1.751
C5 -2.155 -4.190 0.361
C6 -0.674 -3.647 0.804
C7 -0.251 -2.190 0.183
C8 -0.746 -1.955 -1.376
O1 -0.139 -0.787 -2.034
S1 -1.358 0.368 -2.481
O2 -2.398 -0.312 -3.452
O3 -2.174 0.801 -1.008
H1 -7.284 -4.229 0.418
H2 -7.611 -4.660 2.312
H3 -7.641 -2.861 1.676
H4 -5.197 -2.719 1.200
H5 -5.235 -3.482 2.947
H6 -4.805 -5.962 1.838
H7 -4.684 -5.046 0.152
H8 -3.037 -3.565 2.375
H9 -2.425 -5.438 2.266
H10 -2.075 -5.162 -0.317
H11 -2.819 -3.419 -0.218
H12 -0.663 -3.596 1.988
H13 0.112 -4.473 0.495
H14 -0.623 -1.327 0.884
H15 0.941 -2.145 0.224
H16 -0.428 -2.904 -1.991
H17 -1.909 -1.774 -1.342
H18 -2.022 1.791 -0.886
C9 2.424 6.845 0.159
O4 2.518 6.050 -1.016
C10 3.497 5.006 -0.954
C11 2.868 3.641 -0.617
N1 2.419 3.557 0.775
C12 1.424 2.516 1.066
C13 0.192 2.339 0.147
O5 -0.808 3.352 0.245
C14 -0.431 4.620 -0.264
H19 1.885 7.762 -0.099
H20 1.839 6.346 0.929
H21 3.403 7.111 0.551
H22 4.324 5.260 -0.281
H23 3.918 4.930 -1.961
H24 3.606 2.849 -0.793
H25 2.049 3.490 -1.321
H26 2.028 4.451 1.072
H27 1.056 2.710 2.082
H28 1.961 1.556 1.104
H29 -0.302 1.417 0.458
H30 0.468 2.179 -0.904
H31 0.099 4.543 -1.216
H32 0.163 5.136 0.485
H33 -1.332 5.218 -0.424
C15 1.900 -9.413 5.798
O6 0.828 -10.045 5.111
C16 -0.266 -10.440 5.948
C17 -1.424 -9.426 5.905
N2 -1.103 -8.176 6.598
C18 -1.922 -7.012 6.234
C19 -2.191 -6.685 4.746
O7 -1.084 -6.163 4.013
C20 -0.035 -7.085 3.770
H34 2.776 -9.428 5.140
H35 1.681 -8.366 6.000
H36 2.150 -9.924 6.726
H37 0.059 -10.657 6.972
H38 -0.640 -11.379 5.527
H39 -2.310 -9.867 6.376
H40 -1.659 -9.261 4.852
H41 -0.126 -7.929 6.442
H42 -1.438 -6.135 6.685
H43 -2.893 -7.129 6.738
H44 -2.945 -5.897 4.729
H45 -2.641 -7.528 4.203
H46 -0.408 -8.065 3.464
H47 0.586 -7.152 4.659
H48 0.597 -6.696 2.967
C21 1.263 7.036 -3.601
O8 0.643 7.672 -4.712
C22 1.002 9.048 -4.888
C23 2.093 9.229 -5.961
N3 3.403 8.750 -5.516
C24 4.373 8.455 -6.581
C25 3.946 7.624 -7.813
O9 3.742 6.231 -7.584
C26 2.607 5.911 -6.797
H49 0.707 6.117 -3.388
H50 2.283 6.736 -3.835
H51 1.255 7.665 -2.714
H52 1.270 9.526 -3.939
H53 0.100 9.548 -5.254
H54 2.178 10.292 -6.215
H55 1.746 8.704 -6.853
H56 3.297 7.907 -4.952
H57 5.214 7.934 -6.102
H58 4.764 9.420 -6.939
H59 4.768 7.680 -8.529
H60 3.079 8.054 -8.333
H61 1.729 6.497 -7.078
H62 2.860 6.046 -5.748
H63 2.369 4.854 -6.934

LUMO ... 0.5 eV
Frontier orbital gap ... 0.336 hartree
HOMO level ... -8.6 eV

---

No. 3
Density functional theory data (wB97M-V/def2-TZVPD) for the molecule C3H7PS in a non-equilibrium geometry.

Geometry (Å):
C1 0.141 -1.360 0.919
C2 -0.060 1.252 0.430
C3 -0.261 -0.248 0.017
P1 0.541 -0.550 -1.714
S1 -0.848 -2.538 1.541
H1 1.236 -1.389 1.165
H2 1.048 1.417 0.654
H3 -0.633 1.785 -0.424
H4 -0.499 1.423 1.471
H5 -1.292 -0.458 -0.128
H6 1.152 0.658 -1.507
H7 -0.524 0.007 -2.424

LUMO (alpha / beta) ... 1.1 / -2.4 eV
Energy relative to the best compared isomer or geometry (same formula, charge and spin) ... 1.443 eV
Expectation value of S² ... 2.01
Frontier orbital gap (alpha / beta) ... 0.288 / 0.267 hartree
Spin multiplicity ... 3
HOMO level (alpha / beta) ... -6.8 / -9.6 eV

---

No. 4
Density functional theory data (wB97M-V/def2-TZVPD) for a structure of composition C38H28ClCo2NO5P in a non-equilibrium geometry.

Geometry (Å):
Cl1 9.593 -4.370 0.201
C1 7.857 -4.307 0.256
C2 7.118 -5.478 0.286
C3 5.742 -5.422 0.287
C4 5.075 -4.196 0.262
N1 3.682 -4.127 0.234
C5 5.835 -3.026 0.255
C6 7.211 -3.082 0.253
H1 7.638 -6.423 0.305
H2 5.165 -6.330 0.294
H3 3.190 -3.272 -0.027
H4 3.146 -4.939 -0.033
H5 5.320 -2.085 0.234
H6 7.797 -2.180 0.245
O1 3.600 2.724 0.598
C7 2.656 2.095 0.501
Co1 1.176 1.097 0.261
C8 1.676 -0.585 -0.256
O2 1.992 -1.634 -0.570
C9 0.317 0.744 1.785
O3 -0.254 0.486 2.735
C10 -0.242 2.486 -0.305
C11 0.263 1.744 -1.453
C12 1.458 2.258 -2.155
C13 2.296 1.403 -2.848
C14 3.659 1.746 -3.092
C15 4.532 0.810 -3.576
C16 4.089 -0.466 -3.888
C17 2.752 -0.809 -3.724
C18 1.866 0.099 -3.218
Co2 -1.746 1.431 -1.111
C19 -1.535 -0.038 -2.139
O4 -1.348 -0.966 -2.773
C20 -2.533 2.648 -2.144
O5 -3.048 3.438 -2.781
P1 -3.046 1.021 0.718
C21 -2.763 -0.634 1.364
C22 -3.536 -1.083 2.408
C23 -3.308 -2.337 2.946
C24 -2.305 -3.134 2.434
C25 -1.538 -2.687 1.379
C26 -1.775 -1.437 0.840
C27 -2.752 2.352 1.899
C28 -2.483 2.081 3.221
C29 -2.233 3.116 4.103
C30 -2.269 4.421 3.661
C31 -2.541 4.694 2.336
C32 -2.783 3.655 1.456
C33 -4.682 1.157 -0.016
C34 -5.569 2.103 0.445
C35 -6.827 2.204 -0.117
C36 -7.191 1.351 -1.138
C37 -6.303 0.399 -1.595
C38 -5.044 0.303 -1.030
H7 -0.361 3.547 -0.512
H8 1.776 3.263 -1.943
H9 4.018 2.714 -2.798
H10 5.580 1.051 -3.677
H11 4.789 -1.207 -4.237
H12 2.410 -1.804 -3.954
H13 0.838 -0.184 -3.044
H14 -4.312 -0.448 2.801
H15 -3.906 -2.686 3.772
H16 -2.119 -4.106 2.860
H17 -0.744 -3.300 0.985
H18 -1.175 -1.089 0.017
H19 -2.395 1.057 3.544
H20 -1.977 2.901 5.127
H21 -2.076 5.229 4.349
H22 -2.542 5.712 1.986
H23 -2.973 3.855 0.415
H24 -5.270 2.771 1.235
H25 -7.516 2.956 0.230
H26 -8.171 1.430 -1.580
H27 -6.585 -0.257 -2.402
H28 -4.336 -0.425 -1.390

LUMO ... 2.1 eV
Net charge ... -1
Frontier orbital gap ... 0.196 hartree
HOMO level ... -3.2 eV

---

No. 5
Density functional theory data (wB97M-V/def2-TZVPD) for a cluster of 2 separate species, C2H4FNO in total in a non-equilibrium geometry.

Geometry (Å):
C1 -2.107 0.360 -0.210
C2 1.819 -0.208 0.262
N1 -0.877 0.330 0.001
O1 0.029 -0.473 -0.469
F1 2.532 0.352 -0.653
H1 -2.797 1.012 0.354
H2 -2.445 -0.521 -0.761
H3 1.754 0.385 1.081
H4 2.092 -1.237 0.395

LUMO (alpha / beta) ... 0.4 / 0.4 eV
Energy relative to the best compared isomer or geometry (same formula, charge and spin) ... 5.215 eV
Frontier orbital gap (alpha / beta) ... 0.327 / 0.327 hartree
HOMO level (alpha / beta) ... -8.5 / -8.5 eV

---

No. 6
Density functional theory data (wB97M-V/def2-TZVPD) for the molecule C17H21N3OS in a non-equilibrium geometry.

Geometry (Å):
C1 0.524 -6.076 1.003
C2 1.769 -5.242 0.692
C3 1.729 -3.925 1.415
C4 2.421 -3.711 2.591
C5 2.362 -2.491 3.267
C6 1.599 -1.445 2.799
C7 0.870 -1.621 1.623
C8 0.001 -0.791 0.839
C9 -0.439 0.565 1.070
C10 -0.366 1.277 2.228
S1 -1.036 2.862 2.030
C11 -1.382 2.426 0.349
N1 -2.046 3.295 -0.448
C12 -2.047 3.086 -1.883
C13 -3.195 3.875 -2.499
C14 -0.695 3.502 -2.484
O1 -0.463 4.858 -2.171
C15 0.784 5.317 -2.618
N2 -1.019 1.239 0.023
C16 -0.375 -1.540 -0.246
N3 0.188 -2.777 -0.182
C17 0.957 -2.862 0.946
H1 -0.381 -5.541 0.723
H2 0.473 -6.287 2.069
H3 0.551 -7.020 0.464
H4 1.838 -5.075 -0.386
H5 2.657 -5.798 1.000
H6 3.032 -4.506 2.995
H7 2.933 -2.371 4.176
H8 1.580 -0.506 3.329
H9 0.004 0.981 3.186
H10 -1.999 4.266 -0.175
H11 -2.179 2.012 -2.044
H12 -4.128 3.620 -2.006
H13 -3.009 4.940 -2.383
H14 -3.280 3.648 -3.557
H15 0.099 2.871 -2.056
H16 -0.703 3.355 -3.574
H17 0.857 6.362 -2.321
H18 1.604 4.748 -2.162
H19 0.868 5.240 -3.710
H20 -1.021 -1.255 -1.054
H21 0.063 -3.510 -0.859

LUMO ... 0.8 eV
Energy relative to the best compared isomer or geometry (same formula, charge and spin) ... 0.892 eV
Frontier orbital gap ... 0.293 hartree
Structure (SMILES) ... CCc1cccc2c(-c3csc(N[C@@H](C)COC)n3)c[nH]c12
HOMO level ... -7.2 eV